(1)
{"formula": "C24H68N5O11Zn", "method": "ωB97M-V/def2-TZVPD", "orbital_gap_ha": 0.247, "e_tot_ev": -104374.86202, "charge": 1, "symbols": ["Zn", "O", "C", "O", "O", "H", "C", "C", "C", "O", "C", "N", "H", "H", "H", "H", "H", "H", "H", "H", "H", "H", "H", "C", "C", "C", "O", "C", "N", "H", "H", "H", "H", "H", "H", "H", "H", "H", "H", "H", "C", "C", "C", "O", "C", "N", "H", "H", "H", "H", "H", "H", "H", "H", "H", "H", "H", "C", "C", "C", "O", "C", "N", "H", "H", "H", "H", "H", "H", "H", "H", "H", "H", "H", "C", "C", "C", "O", "C", "N", "H", "H", "H", "H", "H", "H", "H", "H", "H", "H", "H", "C", "O", "H", "H", "H", "H", "C", "O", "H", "H", "H", "H", "C", "O", "H", "H", "H", "H"], "positions_angstrom": [[1.4707, 0.1975, -1.8155], [-0.0678, -0.4575, 1.5490], [0.4436, -0.1756, 0.3777], [-0.2230, -0.3559, -0.6972], [1.6322, 0.2746, 0.2484], [-1.0611, -0.6860, 1.3504], [1.1196, -3.1444, 3.9539], [2.5055, -2.6076, 4.2738], [3.4587, -2.8835, 3.1229], [3.3593, -4.2684, 2.8547], [4.1286, -4.6803, 1.7956], [2.5670, -1.1882, 4.6354], [1.1000, -4.2378, 3.9521], [0.8345, -2.9310, 2.9115], [0.3634, -2.7631, 4.6364], [2.9268, -3.1638, 5.1172], [4.4751, -2.6466, 3.4509], [3.1633, -2.3251, 2.2192], [4.0687, -5.7715, 1.7136], [5.1951, -4.4836, 1.9480], [3.7190, -4.3264, 0.8447], [1.6969, -0.9730, 5.1205], [2.4770, -0.5780, 3.8201], [-2.4633, 1.2382, -2.7867], [-2.9153, 0.8066, -4.1689], [-2.6949, 1.9066, -5.1552], [-3.1531, 1.5407, -6.4163], [-2.5748, 2.3430, -7.4316], [-2.1461, -0.4113, -4.5908], [-2.4607, 0.4316, -2.0536], [-3.0578, 2.0826, -2.4434], [-1.4214, 1.5798, -2.8607], [-3.9681, 0.5004, -4.1166], [-1.6145, 2.1474, -5.1595], [-3.1623, 2.8414, -4.8121], [-2.7639, 3.4075, -7.2365], [-3.0917, 2.0773, -8.3475], [-1.4902, 2.2136, -7.4874], [-2.4585, -0.5737, -5.5573], [-2.5647, -1.2146, -4.1172], [-3.6291, 1.3452, 2.5733], [-3.6922, 0.8223, 1.1483], [-3.7124, -0.6903, 1.1153], [-2.5697, -1.1744, 1.7707], [-2.4393, -2.5704, 1.7807], [-4.9411, 1.3198, 0.5296], [-2.6908, 1.0739, 3.0647], [-4.4142, 0.9101, 3.1942], [-3.7172, 2.4320, 2.5851], [-2.8125, 1.1643, 0.5768], [-3.7057, -1.0210, 0.0666], [-4.6130, -1.0570, 1.6155], [-2.2369, -2.9405, 0.7645], [-3.3346, -3.0824, 2.1349], [-1.5768, -2.8182, 2.3955], [-4.7708, 2.3105, 0.3449], [-5.0460, 0.9367, -0.4121], [-0.3053, 6.3303, 1.0437], [0.1719, 5.0052, 0.4575], [-0.1572, 3.8548, 1.3692], [0.4535, 4.0323, 2.5869], [0.2638, 2.9488, 3.4714], [-0.5487, 4.7544, -0.8257], [0.0342, 7.1535, 0.4170], [-0.0051, 6.4505, 2.0838], [-1.3995, 6.3270, 1.0853], [1.2528, 5.0761, 0.2757], [0.1668, 2.9058, 0.8922], [-1.2537, 3.8205, 1.4809], [0.7871, 2.0579, 3.1148], [-0.8121, 2.7716, 3.5975], [0.6172, 3.2317, 4.4592], [-0.2672, 3.8241, -1.1410], [-0.1099, 5.3648, -1.5191], [1.0892, -2.3381, -5.1459], [1.2044, -1.8119, -3.7129], [2.6037, -1.9765, -3.1737], [2.6702, -1.3649, -1.8855], [3.9495, -1.5248, -1.2293], [0.7452, -0.3531, -3.6537], [0.1900, -1.9625, -5.6269], [1.1254, -3.4267, -5.1448], [1.9409, -2.0025, -5.7493], [0.4375, -2.3195, -3.1218], [3.3234, -1.5344, -3.8769], [2.8583, -3.0372, -3.1007], [4.1178, -0.7441, -0.4908], [4.7484, -1.5655, -1.9675], [3.9360, -2.4688, -0.6871], [1.1176, 0.1171, -4.4846], [-0.2781, -0.4035, -3.8646], [3.4650, 2.6731, 1.6133], [3.8626, 1.3311, 1.4841], [2.7130, 2.8486, 2.3917], [4.3068, 3.3196, 1.8517], [3.0204, 3.0599, 0.6795], [3.0785, 0.8367, 1.1878], [-1.4401, -0.5901, 5.1022], [-0.2951, -0.0954, 4.4141], [-1.7948, -1.5113, 4.6058], [-1.2043, -0.8827, 6.1177], [-2.2880, 0.0927, 4.9944], [-0.4889, -0.1200, 3.4593], [1.1649, -3.7355, -0.0167], [1.7820, -4.5705, -0.9881], [0.2690, -3.2208, -0.4055], [0.7697, -4.2951, 0.8377], [1.8717, -2.9664, 0.2801], [1.0899, -5.0691, -1.4334]]}

(2)
{"formula": "C24H68N6O7", "method": "ωB97M-V/def2-TZVPD", "s_squared": 0.76, "orbital_gap_ha": [0.332, 0.120], "spin_multiplicity": 2, "e_tot_ev": -49250.16279, "charge": 1, "symbols": ["C", "C", "C", "O", "C", "N", "H", "H", "H", "H", "H", "H", "H", "H", "H", "H", "H", "C", "C", "C", "O", "C", "N", "H", "H", "H", "H", "H", "H", "H", "H", "H", "H", "H", "C", "C", "C", "O", "C", "N", "H", "H", "H", "H", "H", "H", "H", "H", "H", "H", "H", "C", "C", "C", "O", "C", "N", "H", "H", "H", "H", "H", "H", "H", "H", "H", "H", "H", "C", "C", "C", "O", "C", "N", "H", "H", "H", "H", "H", "H", "H", "H", "H", "H", "H", "C", "C", "C", "O", "C", "N", "H", "H", "H", "H", "H", "H", "H", "H", "H", "H", "H", "O", "H", "H"], "positions_angstrom": [[19.0210, -9.4511, -37.1064], [18.1838, -10.6122, -37.3420], [16.8814, -10.2689, -38.1158], [16.0692, -9.5319, -37.2168], [14.6803, -9.3707, -37.6811], [18.9356, -11.6479, -38.0968], [18.5658, -8.6834, -36.4807], [19.3596, -9.0638, -38.0674], [19.9519, -9.7424, -36.6198], [17.8585, -11.0069, -36.3795], [16.3730, -11.1796, -38.4324], [17.0961, -9.8273, -39.0890], [14.0692, -8.7218, -37.0538], [14.0903, -10.2870, -37.7000], [14.7033, -8.8758, -38.6520], [19.8192, -11.7043, -37.6109], [18.3822, -12.4755, -37.9271], [13.3770, -0.9728, -37.6750], [12.4789, -1.6458, -36.6766], [12.5375, -1.0985, -35.3245], [13.8087, -1.6055, -34.8327], [13.9938, -1.3824, -33.4480], [11.0834, -1.4695, -37.2193], [13.7025, -1.6233, -38.4868], [14.3204, -0.6074, -37.2692], [12.9756, -0.0385, -38.0675], [12.7567, -2.6998, -36.6786], [11.6950, -1.3637, -34.6856], [12.5626, -0.0089, -35.3396], [13.3142, -1.9763, -32.8369], [13.7968, -0.3659, -33.1075], [15.0051, -1.6616, -33.1525], [11.0104, -0.4732, -37.3685], [10.4736, -1.5481, -36.4180], [9.9194, -4.2734, -34.6746], [10.0377, -3.7500, -33.2510], [8.5720, -3.7147, -32.5474], [7.5086, -3.1109, -33.3654], [6.4484, -2.4200, -32.6343], [10.9343, -4.6706, -32.5432], [9.5826, -5.3004, -34.5331], [10.7737, -4.2005, -35.3476], [9.1214, -3.8251, -35.2665], [10.4217, -2.7302, -33.2274], [8.6122, -3.1704, -31.6038], [8.2551, -4.7490, -32.4138], [6.0963, -3.0173, -31.7933], [5.6411, -2.0326, -33.2558], [6.9644, -1.5286, -32.2776], [11.3161, -4.2303, -31.7183], [11.7628, -4.8676, -33.0863], [15.2885, -4.7741, -32.3967], [14.6983, -5.4289, -33.6427], [14.1555, -6.8552, -33.4285], [15.1537, -7.7879, -32.9705], [16.0593, -8.2309, -33.9372], [13.6444, -4.4767, -34.0351], [16.2144, -5.1970, -32.0068], [14.5771, -4.7767, -31.5709], [15.5349, -3.7129, -32.4312], [15.4348, -5.5107, -34.4420], [13.7621, -7.2756, -34.3540], [13.3862, -6.7875, -32.6592], [16.6723, -7.4491, -34.3854], [15.5602, -8.6652, -34.8034], [16.7621, -8.9104, -33.4550], [13.3232, -4.8526, -34.9158], [13.9355, -3.5686, -34.3681], [11.0518, -6.0933, -39.7548], [10.5625, -4.7285, -39.3443], [9.2855, -4.7571, -38.4848], [8.1582, -5.2621, -39.2033], [6.9524, -5.2482, -38.5687], [11.7355, -4.1729, -38.6486], [10.2595, -6.6214, -40.2854], [11.4221, -6.7198, -38.9433], [11.9021, -6.1289, -40.4359], [10.3731, -4.0220, -40.1525], [9.1757, -3.7130, -38.1917], [9.3823, -5.3245, -37.5591], [7.1152, -5.5199, -37.5257], [6.2303, -5.9972, -38.8937], [6.4880, -4.2760, -38.7337], [12.3052, -3.7426, -39.3631], [11.3645, -3.3997, -38.1151], [11.1817, -9.3830, -37.6520], [11.3126, -10.8920, -37.5186], [10.1632, -11.6404, -36.9127], [10.3343, -13.0730, -37.0092], [11.1410, -13.5691, -35.9089], [11.3965, -11.3537, -38.9387], [10.1874, -9.0342, -37.9306], [11.8577, -8.9818, -38.4071], [11.5328, -8.9013, -36.7394], [12.2305, -11.0360, -36.9487], [9.3056, -11.3174, -37.5028], [9.9851, -11.2428, -35.9135], [11.0298, -14.6534, -35.9095], [10.7649, -13.2527, -34.9360], [12.2084, -13.3685, -35.8162], [11.4903, -12.3453, -38.7710], [10.4896, -11.1320, -39.3241], [12.7893, -5.6318, -36.5120], [12.3027, -6.4558, -36.5329], [12.2750, -5.0357, -37.0565]]}

The records above give, respectively, relative energy (zero: lowest compared OMol25 entry of this formula, charge and spin) values of 0.0; 17.8 kJ/mol.